ORCA calculation (the ωB97M-V functional and the def2-TZVPD basis) on a cluster of 8 separate species, C14H44O8 in total at a distorted geometry.

Last columns: bonded neighbours and bond lengths (Å).
Atoms and positions in Å:
1 C 13.656 9.474 13.857  C2 1.474, H4 1.090, H5 1.090, H6 1.090
2 C 13.161 9.601 15.239  C1 1.474, O3 1.413, H7 1.090, H8 1.090
3 O 12.411 8.452 15.575  C2 1.413, H9 0.960
4 H 12.800 9.633 13.201  C1 1.090
5 H 13.942 8.467 13.554  C1 1.090
6 H 14.408 10.225 13.616  C1 1.090
7 H 12.553 10.482 15.445  C2 1.090
8 H 14.067 9.725 15.831  C2 1.090
9 H 12.190 8.598 16.498  O3 0.960
10 C 9.576 9.621 9.554  C11 1.571, H13 1.090, H14 1.090, H15 1.090
11 C 10.541 9.196 10.719  C10 1.571, O12 1.407, H16 1.090, H17 1.090
12 O 9.814 8.735 11.832  C11 1.407, H18 0.960
13 H 8.831 8.851 9.353  C10 1.090
14 H 10.210 9.753 8.678  C10 1.090
15 H 9.059 10.563 9.739  C10 1.090
16 H 11.193 10.024 10.998  C11 1.090
17 H 11.123 8.295 10.530  C11 1.090
18 H 9.378 7.916 11.585  O12 0.960
19 C 10.065 14.940 10.425  C20 1.556, H22 1.090, H23 1.090, H24 1.090
20 C 9.673 13.916 9.321  C19 1.556, O21 1.380, H25 1.090, H26 1.090
21 O 8.379 13.534 9.615  C20 1.380, H27 0.960
22 H 9.864 14.456 11.381  C19 1.090
23 H 9.456 15.843 10.371  C19 1.090
24 H 11.095 15.291 10.371  C19 1.090
25 H 10.314 13.035 9.345  C20 1.090
26 H 9.682 14.365 8.328  C20 1.090
27 H 8.180 12.734 9.123  O21 0.960
28 C 14.145 7.605 10.447  C29 1.559, H31 1.090, H32 1.090, H33 1.090
29 C 14.129 6.187 11.095  C28 1.559, O30 1.406, H34 1.090, H35 1.090
30 O 12.784 5.910 11.396  C29 1.406, H36 0.960
31 H 15.116 8.051 10.234  C28 1.090
32 H 13.555 8.311 11.033  C28 1.090
33 H 13.653 7.456 9.486  C28 1.090
34 H 14.618 6.128 12.068  C29 1.090
35 H 14.541 5.487 10.368  C29 1.090
36 H 12.534 6.424 12.167  O30 0.960
37 C 6.088 12.489 6.864  C38 1.527, H41 1.090, H42 1.090, H43 1.090
38 C 6.935 11.324 7.371  C37 1.527, C39 1.519, O40 1.413, H44 1.090
39 C 6.677 10.098 6.513  C38 1.519, H45 1.090, H46 1.090, H47 1.090
40 O 8.305 11.667 7.356  C38 1.413, H48 0.960
41 H 6.207 13.432 7.397  C37 1.090
42 H 5.039 12.194 6.848  C37 1.090
43 H 6.288 12.615 5.800  C37 1.090
44 H 6.682 11.038 8.392  C38 1.090
45 H 7.024 10.300 5.499  C39 1.090
46 H 5.610 9.876 6.498  C39 1.090
47 H 7.243 9.272 6.942  C39 1.090
48 H 8.503 12.053 6.500  O40 0.960
49 C 6.869 10.696 12.086  C50 1.470, H53 1.090, H54 1.090, H55 1.090
50 C 7.785 11.551 12.855  C49 1.470, C51 1.590, O52 1.382, H56 1.090
51 C 7.029 12.528 13.857  C50 1.590, H57 1.090, H58 1.090, H59 1.090
52 O 8.667 10.811 13.619  C50 1.382, H60 0.960
53 H 6.238 10.127 12.768  C49 1.090
54 H 7.406 9.966 11.481  C49 1.090
55 H 6.238 11.197 11.352  C49 1.090
56 H 8.375 12.146 12.158  C50 1.090
57 H 7.686 13.353 14.131  C51 1.090
58 H 6.666 11.929 14.693  C51 1.090
59 H 6.174 13.051 13.429  C51 1.090
60 H 9.117 10.207 13.024  O52 0.960
61 O 8.767 6.145 11.752  H62 0.957, H63 0.957
62 H 7.901 5.964 12.116  O61 0.957
63 H 9.153 5.281 11.609  O61 0.957
64 O 11.707 7.204 13.465  H65 0.957, H66 0.957
65 H 12.078 7.567 14.269  O64 0.957
66 H 10.983 7.792 13.248  O64 0.957

Output
* net charge: 0
* E_HOMO: -9.263 eV
* energy: -31610.271 eV
* structure (SMILES): CC(C)O.CC(C)O.CCO.CCO.CCO.CCO.O.O
* orbital gap: 9.78 eV

Atomic partial charges in e from the natural (NBO) method, atoms 1 to 8: -0.6437 -0.0692 -0.7328 0.2100 0.2293 0.2200 0.1718 0.1558